Record 1
2 unconnected molecules or ions with the total composition C2H5N2O. Source: the OMol25 dataset; level of theory: ωB97M-V/def2-TZVPD.

Structure (XYZ):
```
10
Properties=species:S:1:pos:R:3:forces:R:3:lowdin_charge:R:1
C -1.730 0.237 -1.194 -1.3127 -0.3249 -0.0866 0.2013
C -0.527 0.088 0.939 1.6382 0.5060 2.0778 -0.1527
N -1.207 0.042 -0.080 0.4405 0.1729 0.3580 0.1525
N 0.137 0.270 1.903 -1.1801 -0.1003 -0.9030 0.3239
O 1.747 -0.249 -0.298 4.6325 -1.5968 0.4885 -0.1683
H -1.799 -0.612 -1.834 0.1932 -0.4696 -0.8823 0.1157
H -2.315 1.117 -1.446 0.3496 0.4006 0.0982 0.1306
H 0.866 -0.088 2.514 -0.3962 -0.0720 -0.3988 0.1464
H 2.577 0.320 -0.574 -2.5093 -1.5571 0.6892 0.1147
H 2.251 -1.125 0.069 -1.8559 3.0411 -1.4410 0.1359
```
Forces are in eV/Å.

Net charge: +1
Multiplicity: 1
Frontier orbital gap, eV: 9.3

***

Record 2
A gas-phase ion, C2H5N2O2 (charge -1). Source: the OMol25 dataset; level of theory: ωB97M-V/def2-TZVPD.

Structure (XYZ):
```
11
Properties=species:S:1:pos:R:3:forces:R:3:lowdin_charge:R:1
O 1.959 1.773 2.175 -0.4957 -0.6591 -1.0235 -0.3672
N 1.593 1.076 1.092 4.3921 2.7197 0.7630 -0.2215
C 0.512 0.502 1.076 -4.0145 -3.4161 -1.3043 -0.3114
C 0.080 -0.483 -0.041 0.7270 0.0890 0.3538 -0.2604
N -0.735 0.143 -1.064 -0.4857 0.0328 -0.6907 -0.1212
O -1.401 -0.959 -1.808 0.1740 0.9291 0.8107 -0.1309
H -0.131 0.405 1.924 -0.4967 0.4387 1.0141 0.0688
H 0.984 -0.860 -0.631 -1.0694 -0.0377 1.2068 0.1124
H -0.601 -1.269 0.422 1.3388 0.3195 -0.3793 0.1046
H -1.511 0.634 -0.654 -0.2613 0.1074 0.3135 0.0839
H -0.749 -0.961 -2.493 0.1913 -0.5232 -1.0640 0.0430
```
Forces are in eV/Å.

Net charge: -1
Multiplicity: 1
Frontier orbital gap, eV: 6.2

***

Record 3
2 unconnected molecules or ions with the total composition C2H5N2O2. Source: the OMol25 dataset; level of theory: ωB97M-V/def2-TZVPD.

Structure (XYZ):
```
11
Properties=species:S:1:pos:R:3:forces:R:3:lowdin_charge:R:1
N 0.396 -0.790 -0.479 0.2655 -0.3453 -0.6781 0.0906
C 0.555 -1.365 0.714 -0.1625 -0.5403 0.6746 -0.4276
N 1.576 -2.095 1.010 0.6586 0.4908 -0.6045 -0.0111
H 1.088 -1.109 -1.135 0.2739 0.3074 -0.1781 0.0809
H -0.208 -0.001 -0.786 -0.4510 -0.4196 0.4330 0.0377
H -0.289 -1.316 1.401 -0.0551 0.8025 0.1464 0.1099
H 1.656 -2.285 1.996 -0.6022 -0.3943 0.1751 -0.0131
O -1.265 1.203 -1.403 0.2321 -0.0441 -0.0874 -0.1672
C -1.199 2.229 -0.676 -0.0875 0.2827 0.0227 -0.6752
O -1.742 2.452 0.409 -0.2076 -0.0858 0.3866 -0.1120
H -0.568 3.076 -1.050 0.1358 -0.0539 -0.2903 0.0871
```
Forces are in eV/Å.

Net charge: -1
Multiplicity: 1
Frontier orbital gap, eV: 8.9

***

Record 4
A molecular structure, C2H5N2O5S2. Source: the OMol25 dataset; level of theory: ωB97M-V/def2-TZVPD.

Structure (XYZ):
```
16
Properties=species:S:1:pos:R:3:forces:R:3:lowdin_charge:R:1
C -0.499 -0.553 1.283 0.9396 -2.3145 -2.2651 -0.5077
C 0.026 0.146 -1.030 1.1747 -1.3202 4.0173 -0.0036
N 0.712 -0.741 1.685 -1.4475 0.3369 -1.1733 -0.2739
N -0.905 -0.437 -0.021 -1.4002 0.0877 -0.1672 0.0276
O -2.307 -0.276 4.474 0.5129 0.1710 -0.6723 -0.0759
O -1.574 -0.704 2.183 -0.1363 -0.2526 0.0411 -0.0423
O -0.816 1.741 2.177 1.2758 0.6516 -2.8658 0.0236
O -0.071 -1.114 4.133 -0.5454 0.0383 0.0882 -0.4414
O -0.487 1.068 3.359 1.4563 1.4887 0.4073 -0.1965
S 1.355 -1.144 3.093 0.6021 0.1109 -0.2415 1.1180
S -1.202 -0.258 3.611 -1.7169 -1.2166 1.5842 0.6880
H 0.399 -0.626 -1.621 0.6396 -1.2342 -1.2605 0.0744
H 0.896 0.460 -0.371 -0.8704 0.4960 -1.4394 0.1109
H -0.532 0.820 -1.574 -0.5616 1.9420 -1.1286 0.0715
H -1.878 -0.685 -0.434 2.1539 0.5856 1.9889 0.2164
H -0.033 1.565 1.437 -2.0766 0.4294 3.0867 0.2111
```
Forces are in eV/Å.

Net charge: +1
Multiplicity: 1
Frontier orbital gap, eV: 8.6

***

Record 5
A single C2H5N2OP molecule. Source: the OMol25 dataset; level of theory: ωB97M-V/def2-TZVPD.

Structure (XYZ):
```
11
Properties=species:S:1:pos:R:3:forces:R:3:lowdin_charge:R:1
O -2.302 0.438 -0.055 -0.3106 -0.0871 0.1146 0.0534
C -1.109 0.299 0.040 0.9588 0.1403 -0.0850 -0.5886
C -0.371 -1.044 0.068 1.2485 -0.0440 2.2753 -0.1378
N 1.155 -0.808 0.192 -1.6438 0.3172 -0.9313 -0.2898
P 1.526 0.869 -0.027 -0.8375 -0.6470 -0.9468 0.8041
N -0.164 1.279 0.057 0.2011 3.3213 0.6373 -0.2079
H -0.633 -1.612 0.993 -0.1824 0.5201 -0.6849 0.1252
H -0.782 -1.601 -0.751 0.5937 -0.4706 -0.8012 0.1016
H 1.597 -1.284 0.985 -0.4306 0.5359 -0.6046 0.0587
H 1.432 1.117 -1.499 0.7437 -0.7905 0.8953 -0.0647
H -0.348 2.347 -0.003 -0.3408 -2.7956 0.1314 0.1460
```
Forces are in eV/Å.

Multiplicity: 1
Frontier orbital gap, eV: 9.9

***

Record 6
A single C2H5N2OP molecule. Source: the OMol25 dataset; level of theory: ωB97M-V/def2-TZVPD.

Structure (XYZ):
```
11
Properties=species:S:1:pos:R:3:forces:R:3:lowdin_charge:R:1
C 1.111 -0.806 0.284 2.8506 -1.7713 4.0492 -0.4875
C -0.094 -1.250 0.718 -2.9324 0.5026 -2.2457 -0.3465
N 0.273 1.380 0.682 1.4619 0.1366 1.2305 0.0468
N -0.865 1.279 0.221 -2.4683 -0.6550 -1.3789 -0.2841
O 1.451 0.223 -0.347 -0.4509 0.8398 -1.5349 -0.1169
P -1.578 -0.417 -0.071 1.2993 -0.7581 1.4518 0.8881
H 1.976 -1.238 0.970 -1.0799 0.1713 -1.4807 0.1313
H -0.298 -1.998 1.480 0.4240 0.1264 -0.3765 0.0319
H 0.759 2.203 0.364 0.1463 0.7485 -0.2075 0.1130
H -1.188 1.835 -0.563 0.4281 0.7529 -0.2890 0.0835
H -1.215 -0.285 -1.471 0.3214 -0.0936 0.7818 -0.0594
```
Forces are in eV/Å.

Multiplicity: 1
Frontier orbital gap (spin up / spin down), eV: 8.6 / 8.6

***

| no. | largest force on an atom (Eh/bohr) |
| --- | --- |
| 1 | 0.0958 |
| 2 | 0.1056 |
| 3 | 0.0198 |
| 4 | 0.0853 |
| 5 | 0.0659 |
| 6 | 0.1023 |